DFT (the ωB97M-V functional and the def2-TZVPD basis) results for a molecular structure, C34H41NO2RuSTe at a distorted geometry.

Properties
HOMO-LUMO gap (alpha / beta), eV: 7.49 / 7.49
Total charge: +2
Energy above the lowest of the compared OMol25 structures with the same formula, charge and spin, kcal/mol: 18.7
HOMO (alpha / beta), eV: -13.672 / -13.672
Maximum force, hartree/bohr: 0.0659

```
81
C34H41NO2RuSTe the ωB97M-V functional and the def2-TZVPD basis
Te -0.610 -0.970 0.146
Ru 1.430 2.490 2.003
S -1.047 4.405 1.588
O 0.140 0.200 -1.247
O -0.464 3.209 2.369
N 0.844 1.408 0.551
C 3.580 2.155 2.830
C -1.849 4.243 -2.308
C -1.438 -1.112 -3.461
C 2.793 2.594 3.919
C 2.110 3.795 3.833
C -2.375 2.645 -0.089
C 0.348 -1.398 3.123
C 1.842 -2.614 -1.651
C 4.555 -3.973 2.296
C -2.428 -4.564 -1.102
C -2.817 2.270 -1.339
C -1.599 -3.663 1.050
C 1.108 -1.979 0.746
C 2.232 4.587 2.678
C 1.984 -2.581 -0.155
C -2.324 -3.375 -3.156
C 0.772 1.311 -0.691
C 1.278 2.187 -1.792
C -2.560 3.059 -2.468
C -1.717 -2.276 -2.550
C -2.686 -4.519 -2.465
C 3.099 -3.222 0.388
C -3.051 2.630 -3.819
C -3.353 -5.671 -3.159
C -2.557 4.688 2.489
C 3.666 2.921 1.679
C 1.321 -1.996 2.142
C -1.390 4.635 -1.057
C 3.348 -3.267 1.749
C 3.002 4.161 1.606
C -1.819 -3.514 -0.434
C 2.448 -2.641 2.616
C -1.442 -2.373 -1.179
C -1.667 3.838 0.045
H 4.125 1.224 2.893
H 0.640 2.130 -2.670
H -2.581 2.031 0.780
H 1.132 -1.903 -2.061
H 4.288 2.575 0.866
H -1.954 -2.800 1.629
H 2.622 -2.677 3.686
H -2.717 -5.442 -0.534
H 2.808 -2.404 -2.110
H -0.878 -1.451 -4.334
H -0.885 -0.298 -3.016
H 0.746 -1.442 4.135
H -2.738 -6.570 -3.102
H 2.727 1.995 4.816
H 1.337 3.218 -1.448
H 1.534 -3.611 -1.974
H 3.795 -3.700 -0.292
H -2.782 3.353 -4.586
H 1.497 4.121 4.660
H -0.551 -3.831 1.305
H -3.537 -5.452 -4.209
H -2.626 1.664 -4.097
H -0.601 -1.939 3.136
H -2.524 -3.320 -4.220
H -2.167 -4.513 1.422
H 4.259 -4.751 3.001
H -2.282 4.906 3.519
H -4.136 2.521 -3.824
H -3.061 5.545 2.043
H -3.179 3.797 2.429
H -2.387 -0.713 -3.828
H -4.309 -5.902 -2.685
H 2.278 1.857 -2.079
H 1.721 5.539 2.627
H -0.850 5.567 -0.939
H 5.198 -3.275 2.834
H 5.142 -4.436 1.506
H -3.407 1.366 -1.452
H -1.652 4.869 -3.169
H 3.115 4.778 0.725
H 0.134 -0.351 2.900
```

***

DFT (the ωB97M-V functional and the def2-TZVPD basis) results for C4H11NO2 in the gas phase at a distorted geometry.

Properties
HOMO-LUMO gap, eV: 10.29
Total charge: 0
Energy above the lowest of the compared OMol25 structures with the same formula, charge and spin, kcal/mol: 71.4
HOMO, eV: -9.584
SMILES: C[C@@H](CO)NCO
Maximum force, hartree/bohr: 0.0796

```
18
C4H11NO2 the ωB97M-V functional and the def2-TZVPD basis
O 0.430 0.802 -2.675
O -0.500 -1.038 2.476
N -1.269 0.200 0.472
C 1.299 -0.082 0.137
C -0.273 -0.017 -1.771
C -0.809 0.235 1.833
C -0.027 0.534 -0.454
H 0.057 1.635 -0.408
H 1.278 -0.128 1.183
H -1.370 -0.166 -2.048
H -1.636 0.550 2.505
H 2.117 0.484 -0.232
H 1.582 -1.119 -0.292
H -0.010 -1.035 -1.716
H 0.077 0.892 2.045
H -0.757 -1.521 1.656
H -1.525 -0.728 0.230
H 1.336 0.503 -2.941
```

***

DFT (the ωB97M-V functional and the def2-TZVPD basis) results for a molecular structure, C43H54BF2N7TeTi.

Properties
HOMO-LUMO gap (alpha / beta), eV: 5.85 / 5.44
2S+1: 2
Total charge: -1
Energy above the lowest of the compared OMol25 structures with the same formula, charge and spin, kcal/mol: 21.9
HOMO (alpha / beta), eV: -3.795 / -3.837
Expectation value of S²: 0.786
Maximum force, hartree/bohr: 0.0114

```
109
C43H54BF2N7TeTi the ωB97M-V functional and the def2-TZVPD basis
Te 3.515 1.194 -1.919
Ti 0.397 -0.502 0.667
F 1.543 -3.505 0.774
F 2.226 -1.382 0.030
N -3.039 0.644 -1.030
N -1.400 -1.512 0.639
N -0.006 0.410 -1.503
N -0.880 1.857 0.746
N -5.426 -8.768 -3.014
N 0.792 -2.677 -1.387
N 0.719 -0.532 2.602
C 5.098 3.843 -2.169
C -1.281 -4.899 3.659
C -3.288 -1.883 1.856
C 1.559 -2.533 -2.519
C 2.647 -0.116 4.124
C 1.010 1.761 3.617
C -1.408 -1.184 7.068
C -3.122 -2.957 0.975
C -4.773 -7.894 -2.648
C -3.734 -4.485 -1.582
C 2.577 0.854 1.883
C 1.693 0.472 3.074
C -4.517 -5.533 -2.028
C -2.607 -6.998 -1.911
C 6.399 2.034 -1.239
C -0.033 2.560 -0.229
C -1.508 -3.555 -0.851
C -3.960 -6.801 -2.190
C 0.909 -3.124 -3.574
C 3.834 4.422 -2.743
C 5.182 2.497 -1.767
C -0.936 -3.500 4.096
C -2.286 2.283 0.738
C -2.377 -4.665 -1.287
C -2.456 0.347 -2.319
C -1.007 -1.719 5.716
C -2.230 -1.034 1.625
C -0.321 -0.897 4.829
C 7.480 2.905 -1.115
C 6.199 4.682 -2.024
C -3.056 2.010 -0.551
C 8.578 5.166 -1.353
C -1.832 -5.942 -1.474
C -0.234 -2.673 3.237
C -1.324 -3.017 5.342
C 7.402 4.235 -1.497
C -1.033 -0.222 -2.379
C -0.021 1.890 -1.601
C 0.065 -1.347 3.561
C 6.574 0.607 -0.798
C -1.960 -2.719 0.212
C -0.363 -3.364 -1.712
C -0.298 -3.657 -3.072
B 1.246 -2.423 0.008
H -2.700 2.674 -1.342
H 4.040 5.367 -3.251
H 7.578 0.446 -0.400
H 2.514 -2.029 -2.475
H -5.561 -5.376 -2.265
H -0.543 -0.798 7.612
H -1.061 -1.279 -2.135
H 6.111 5.718 -2.342
H 8.341 6.008 -0.699
H -2.089 -4.874 2.924
H 3.472 0.579 4.296
H 8.879 5.578 -2.320
H -4.063 -1.754 2.595
H -4.167 -3.499 -1.474
H 1.120 2.590 2.911
H -0.054 1.606 3.792
H -0.707 -0.148 -3.423
H -3.759 -3.822 0.900
H 1.263 -3.159 -4.591
H 0.992 2.571 0.147
H -4.085 2.335 -0.343
H -1.074 -4.150 -3.636
H 3.055 -1.058 3.754
H -0.334 3.610 -0.341
H 6.403 -0.080 -1.629
H -1.602 -5.512 4.502
H 8.411 2.526 -0.704
H -2.788 1.769 1.557
H 0.088 -3.060 2.283
H -2.174 -7.982 -2.037
H -0.892 2.191 -2.169
H -1.864 -3.660 6.029
H -2.534 1.247 -2.932
H -2.124 -0.364 6.970
H 3.368 3.727 -3.441
H -0.782 -6.092 -1.263
H 3.102 1.791 2.080
H 0.883 0.100 -1.904
H -1.976 -0.135 2.158
H 5.838 0.342 -0.036
H -2.365 3.362 0.941
H -0.426 -5.381 3.183
H 3.100 4.609 -1.953
H -0.522 2.060 1.675
H 2.061 1.057 0.930
H -3.070 -0.400 -2.837
H -0.093 0.110 5.151
H -2.805 -0.034 -0.316
H -1.870 -1.961 7.676
H 3.324 0.096 1.656
H 0.864 2.234 -2.140
H 9.438 4.645 -0.930
H 1.460 2.087 4.557
H 2.154 -0.307 5.076
```

***

DFT (the ωB97M-V functional and the def2-TZVPD basis) results for a molecular structure, C16H30AlN2O7 at a distorted geometry.

Properties
HOMO-LUMO gap, eV: 7.97
Total charge: -1
Energy above the lowest of the compared OMol25 structures with the same formula, charge and spin, kcal/mol: 0.0
HOMO, eV: -5.393
Maximum force, hartree/bohr: 0.0333

```
56
C16H30AlN2O7 the ωB97M-V functional and the def2-TZVPD basis
Al 1.138 -1.028 0.368
O 2.751 -1.038 -0.486
O -7.231 0.095 1.836
O 1.539 1.639 -3.427
O -5.677 -0.090 0.203
O 0.723 0.639 -0.204
O 2.994 -3.213 2.567
O -0.190 1.351 -4.667
N 0.221 2.003 -3.792
N 4.288 0.660 -0.993
C -3.631 -1.840 -0.965
C 4.255 2.831 1.775
C 4.926 1.849 -0.474
C -4.313 -0.058 0.671
C 1.798 1.035 -1.035
C 1.545 0.550 -2.457
C 5.206 1.860 1.047
C -2.467 -2.776 -1.270
C -6.501 0.638 1.027
C -1.117 -2.042 -1.237
C 2.884 -1.996 2.414
C 1.631 -1.261 2.341
C -0.201 -2.457 -0.052
C 3.023 0.342 -0.417
C -6.452 2.128 0.800
C -3.714 -1.444 0.518
H 4.331 2.726 -0.710
H 0.235 -3.435 -0.236
H -4.389 -2.117 1.037
H 6.218 2.182 1.272
H -6.292 2.628 1.746
H -0.558 -2.244 -2.147
H 4.260 2.691 2.849
H 5.031 0.873 1.462
H -4.584 -2.285 -1.242
H 4.580 3.848 1.559
H -4.271 0.230 1.719
H -5.630 2.357 0.135
H -2.640 -3.189 -2.261
H -2.460 -3.577 -0.536
H -3.542 -0.934 -1.562
H -2.723 -1.441 0.958
H 2.910 0.593 0.656
H 0.879 -1.776 2.928
H 3.822 -1.413 2.307
H -0.842 -2.534 0.828
H 1.830 -0.262 2.735
H -7.387 2.427 0.346
H -3.730 0.649 0.087
H 3.256 2.742 1.363
H 5.874 1.960 -0.993
H 2.290 -0.170 -2.766
H 4.893 -0.145 -0.975
H 1.929 2.120 -1.025
H -1.282 -0.968 -1.167
H 0.566 0.086 -2.460
```

***

DFT (the ωB97M-V functional and the def2-TZVPD basis) results for a molecular structure, C4H7NO at a distorted geometry.

Properties
HOMO-LUMO gap, eV: 10.35
Total charge: 0
Energy above the lowest of the compared OMol25 structures with the same formula, charge and spin, kcal/mol: 62.1
HOMO, eV: -9.450
Maximum force, hartree/bohr: 0.0539

```
13
C4H7NO the ωB97M-V functional and the def2-TZVPD basis
O -2.044 -0.470 1.175
N -0.064 -1.214 0.380
C -1.166 -0.385 0.356
C 0.815 0.900 -0.037
C 1.163 -0.574 0.044
C -1.107 0.742 -0.562
H -0.233 -2.133 0.038
H -1.387 0.396 -1.573
H -1.816 1.517 -0.209
H 0.602 1.455 0.875
H 1.558 -0.933 -0.915
H 1.674 1.448 -0.472
H 1.912 -0.815 0.815
```

***

DFT (the ωB97M-V functional and the def2-TZVPD basis) results for C4H9NO2 in the gas phase at a distorted geometry.

Properties
HOMO-LUMO gap, eV: 11.02
Total charge: 0
Energy above the lowest of the compared OMol25 structures with the same formula, charge and spin, kcal/mol: 42.8
HOMO, eV: -10.192
SMILES: [H]/N=C(/O)CCCO
Maximum force, hartree/bohr: 0.0451

```
16
C4H9NO2 the ωB97M-V functional and the def2-TZVPD basis
O -0.823 1.786 -0.021
O 0.764 -0.467 2.185
N 1.952 0.533 0.761
C 1.043 -0.372 0.892
C 0.297 -1.175 -0.137
C -1.120 -0.629 -0.394
C -1.147 0.790 -0.965
H 1.512 0.262 2.302
H -0.496 0.845 -1.855
H 0.233 -2.220 0.186
H 0.115 1.708 0.205
H -1.621 -1.304 -1.099
H -1.693 -0.642 0.539
H -2.164 1.019 -1.301
H 0.879 -1.146 -1.066
H 2.437 0.689 -0.100
```

***

DFT (the ωB97M-V functional and the def2-TZVPD basis) results for a molecular structure, C40H68Cl40N2O7P at a distorted geometry.

Properties
HOMO-LUMO gap, eV: 5.68
Total charge: +1
HOMO, eV: -10.989
Maximum force, hartree/bohr: 0.1867

```
158
C40H68Cl40N2O7P the ωB97M-V functional and the def2-TZVPD basis
Cl 4.906 -2.740 8.110
Cl 2.257 4.835 -2.328
Cl 3.977 2.083 0.758
Cl -3.518 3.436 1.195
Cl -1.042 4.581 0.687
Cl 6.944 7.974 -5.708
Cl -0.952 -1.065 -4.362
Cl -8.085 1.844 1.842
Cl -3.647 2.946 4.065
Cl -9.523 3.771 3.936
Cl -5.823 0.140 8.524
Cl 0.545 1.464 5.763
Cl 1.677 9.111 -0.332
Cl 5.144 4.989 -1.960
Cl 5.969 -4.828 0.930
Cl -9.856 7.258 6.227
Cl -3.758 8.214 -1.517
Cl -5.563 2.283 -1.195
Cl -4.729 6.997 -4.941
Cl 4.057 7.821 -6.076
Cl 4.542 -4.072 3.357
Cl 3.177 -2.438 12.389
Cl -5.305 -0.053 0.530
Cl 1.401 5.609 1.902
Cl -7.005 3.549 5.388
Cl 0.615 -3.294 4.838
Cl -10.206 3.688 1.066
Cl -1.506 -1.450 4.062
Cl -12.743 7.104 5.859
Cl 0.734 -3.466 11.174
Cl -2.087 1.167 -5.856
Cl 6.495 1.862 2.210
Cl -4.105 5.359 -1.990
Cl -0.566 -9.513 -5.513
Cl -4.442 4.273 -5.939
Cl 3.491 -0.945 6.300
Cl 0.467 3.939 7.302
Cl 0.617 -6.848 -5.522
Cl -8.266 -0.888 7.310
Cl -0.766 8.083 -1.546
P 2.291 -0.348 -2.573
O 4.035 -0.678 -2.562
O 3.057 -2.457 -6.705
O 1.222 0.362 1.300
O 2.891 -7.739 -2.110
O -0.944 0.642 0.299
O 1.756 -0.187 -4.241
O 2.115 1.074 -1.907
N 0.841 -4.537 -1.681
N -0.941 1.400 -2.061
C -4.489 6.717 -0.926
C -5.819 0.540 -1.054
C -0.001 -4.360 -0.406
C 0.301 -0.165 0.446
C 0.490 -1.597 -0.329
C 2.235 -2.573 10.899
C 2.210 -6.656 -1.382
C 2.339 -3.538 -3.710
C 5.651 -6.140 -1.416
C 0.459 5.473 0.412
C -0.731 1.798 -0.585
C -8.666 4.152 5.434
C 5.493 6.998 -5.455
C 6.732 -4.238 -3.984
C 1.600 -7.359 0.007
C 4.921 -6.263 -2.885
C -8.484 3.309 0.937
C -6.765 0.004 7.035
C -0.238 -2.921 0.351
C 7.461 -4.118 -2.503
C 1.381 -1.777 -1.693
C 1.359 -3.468 -5.063
C 0.950 -5.970 -2.208
C -3.514 2.207 2.465
C 0.810 -8.527 -5.003
C -11.307 6.281 6.480
C -0.330 2.972 6.056
C 6.057 -4.692 2.690
C 1.489 -3.322 -2.324
C 0.216 -1.829 3.932
C 0.735 8.976 -1.822
C 3.693 4.012 -1.707
C -2.063 -0.589 -5.652
C 5.015 -1.778 6.630
C 4.834 2.465 2.256
C 3.660 -7.243 -3.263
C 2.348 -3.706 -6.371
C 5.501 -5.314 -4.134
C 6.906 -5.058 -1.261
C -5.432 5.738 -5.963
H 2.906 -5.791 -1.012
H -1.524 2.653 -0.357
H 0.492 9.978 -2.181
H 0.766 -2.436 -5.123
H 5.809 -1.036 6.746
H 6.255 -5.679 3.114
H 5.366 6.820 -4.385
H 8.357 -3.340 -2.372
H -6.432 5.498 -5.594
H -1.346 2.736 6.384
H 0.216 6.476 0.052
H -5.574 6.843 -0.886
H -0.029 -6.523 -1.809
H 1.212 -6.573 0.784
H -6.882 0.324 -1.187
H 0.795 -0.993 4.334
H 1.992 -1.571 10.539
H -5.496 6.107 -6.989
H 4.983 -5.371 -5.206
H -11.434 6.103 7.550
H -0.860 -2.763 1.330
H -5.241 0.031 -1.830
H 4.310 1.999 3.094
H 0.589 -4.362 -5.026
H 2.833 -4.600 -3.742
H 1.059 -6.033 -3.374
H 2.531 -7.905 0.511
H 3.810 3.059 -2.228
H -9.190 3.687 6.272
H 0.777 -8.110 -0.355
H 0.328 2.289 -0.419
H 0.469 -1.981 2.880
H -4.362 1.535 2.312
H -0.244 1.953 -2.640
H -0.526 -5.307 0.090
H 2.994 -6.743 -4.108
H -0.723 0.371 -2.138
H 4.853 3.549 2.389
H -3.070 -0.931 -5.399
H -7.008 1.007 6.675
H 0.885 -8.557 -3.914
H 7.047 -3.586 -4.933
H -6.170 -0.523 6.284
H -0.367 3.547 5.128
H 7.455 -4.902 -0.213
H 1.330 8.449 -2.572
H 2.557 -0.155 -4.841
H -7.905 4.144 1.338
H 3.566 3.834 -0.636
H -1.740 -1.051 -6.588
H 3.182 -4.528 -6.182
H 6.868 -4.008 2.954
H -8.647 5.237 5.567
H 1.723 -8.934 -5.447
H 3.190 -2.756 -3.898
H 2.830 -3.100 10.149
H 5.610 6.044 -5.977
H -11.190 5.328 5.958
H -2.581 1.642 2.410
H 5.248 -2.440 5.792
H -8.231 3.157 -0.115
H 1.054 4.946 -0.338
H 1.678 -4.096 -7.275
H 4.296 -1.142 -1.713
H 2.408 -1.760 -7.047
H -4.105 6.504 0.075
H 5.257 -6.806 -0.508
H 4.136 -8.207 -3.781
```